1.
# C4H12N2O2

2 unconnected molecules or ions with the total composition C4H12N2O2 in a non-equilibrium geometry (ωB97M-V/def2-TZVPD, the OMol25 dataset).

```
20
Properties=species:S:1:pos:R:3:mulliken_charge:R:1
O -2.2019 0.3689 -0.3600 -0.6258
C -1.0784 -0.0448 -0.1722 0.3208
N -0.2900 0.5491 0.8078 -0.1589
C 0.7302 -0.1733 1.5595 -0.7540
N 0.0978 -1.3359 2.1943 -0.4496
C -0.4623 -1.1456 -0.9779 -0.3603
C 0.4085 -0.6752 -2.1779 -0.9017
H -0.8007 1.3004 1.2533 0.2367
H 1.1795 0.5780 2.2111 0.3782
H 1.4678 -0.5538 0.8585 0.3970
H -0.4382 -1.1078 3.0197 0.2100
H 0.7523 -2.0539 2.4763 0.2015
H 0.0926 -1.8831 -0.4078 0.3887
H -1.3620 -1.6697 -1.3169 0.3158
H -0.1388 -0.5738 -3.1241 0.3189
H 1.2235 -1.4048 -2.2000 0.2515
H 0.7934 0.3330 -2.0268 0.2483
H 1.1286 2.0199 -0.4011 0.3036
H 1.9920 3.0270 -1.0918 0.3175
O 1.9899 2.0992 -0.8170 -0.6382
```

The calculation puts the total energy at -11418.015 eV. The max |F| comes out at 0.0262 Eh/bohr. For the HOMO energy, the calculation gives -9.6 eV. The gap between HOMO and LUMO is 10.338 eV. The spin multiplicity is 1. As for the relative energy (zero: lowest compared OMol25 entry of this formula, charge and spin): 1.2022 eV.

***

2.
# C24H33LuN3O5Si

A molecular structure, C24H33LuN3O5Si in a non-equilibrium geometry (ωB97M-V/def2-TZVPD, the OMol25 dataset).

```
67
Properties=species:S:1:pos:R:3:mulliken_charge:R:1
Lu -0.1755 0.6531 -0.4755 1.2436
C -2.1389 -1.3738 -4.5417 -1.7648
C -0.9588 -1.6557 -3.6739 1.9081
C -1.0042 -3.1196 -3.2036 -1.4038
O 0.2495 -1.3140 -4.3175 -0.5822
C -1.0555 -0.9049 -2.3522 0.5750
O -0.6350 -1.4771 -1.2498 -0.6489
O -1.3811 0.3310 -2.3450 -0.7266
H -2.1424 -1.9633 -5.4515 0.4534
H -2.0749 -0.3225 -4.8776 0.3143
H -3.0955 -1.5311 -4.0283 0.3805
H -1.0013 -3.8323 -4.0318 0.4853
H -1.8382 -3.3745 -2.5459 0.3620
H -0.0827 -3.3577 -2.6739 0.0562
H 0.4551 -1.9703 -4.9944 0.3926
C 0.1337 2.7400 -2.8534 -1.2406
Si -0.9233 3.7017 -1.6137 0.2960
C -2.6764 3.8787 -2.1429 -1.1252
C -0.0940 5.3945 -1.4452 -1.2905
N -0.8523 2.6625 -0.2079 -0.1177
C -1.4034 2.9304 0.9787 0.1183
C -2.0214 4.1747 1.3132 -0.3683
C -2.5760 4.4157 2.5598 -1.0151
C -2.4952 3.4197 3.5516 -0.6657
C -1.9098 2.1554 3.2795 -0.5998
C -1.3788 1.9041 2.0315 0.8384
O -0.8031 0.6319 1.6654 -0.5645
C -0.2681 -0.2515 2.6462 0.6051
C 0.4043 0.2345 3.7442 -0.3187
C 0.8447 -0.6626 4.7777 -0.7758
C 0.6363 -2.0291 4.6440 -0.5848
C -0.0366 -2.5156 3.5030 -0.4675
C -0.4869 -1.6500 2.4890 -0.4533
H 0.8629 3.4426 -3.2338 0.5056
H -0.4593 2.4054 -3.6875 0.3111
H 0.7396 1.8806 -2.4180 0.3813
H -2.8829 4.8563 -2.5539 0.4091
H -3.3541 3.6837 -1.3027 0.3392
H -2.9529 3.1641 -2.9050 0.3800
H -0.7380 6.2006 -1.1757 0.3977
H 0.3018 5.6341 -2.4701 0.3529
H 0.8110 5.4077 -0.8263 0.3673
H -1.9987 4.9249 0.5664 0.4234
H -3.0216 5.3938 2.7900 0.3925
H -2.8958 3.6400 4.5538 0.3464
H -1.9015 1.4264 4.0862 0.5478
H 0.4955 1.2974 3.8695 0.6430
H 1.2999 -0.2113 5.6533 0.4584
H 0.9042 -2.7228 5.4677 0.4038
H -0.1585 -3.5921 3.2924 0.4110
H -1.0423 -2.0374 1.6419 0.4248
N 1.9818 -0.0824 -0.4427 -0.7891
C 2.4454 -1.1527 -0.2514 0.6132
N 2.9225 -2.3060 0.1205 0.1179
C 2.6381 -3.5979 -0.5631 -0.0542
C 2.4484 -4.6961 0.5026 -0.4190
O 3.4920 -4.7040 1.4600 -0.3916
C 3.6085 -3.4599 2.1329 -0.0996
C 3.9998 -2.3800 1.1131 -0.6743
H 3.5004 -3.9079 -1.1830 0.2959
H 1.7783 -3.4380 -1.2332 -0.0553
H 2.5012 -5.6823 -0.0094 0.3486
H 1.4735 -4.6138 1.0134 0.2059
H 4.3477 -3.5893 2.9174 0.3982
H 2.6483 -3.1599 2.6358 -0.0317
H 4.9468 -2.5522 0.6447 0.2790
H 4.0435 -1.3939 1.6363 0.4456
```

The calculation puts the total energy at -81627.483 eV. The max |F| comes out at 0.0616 Eh/bohr. For the HOMO energy, the calculation gives -10.0 eV. The gap between HOMO and LUMO is 7.602 eV. The charge is +1. The spin multiplicity is 1. As for the relative energy (zero: lowest compared OMol25 entry of this formula, charge and spin): 0.0000 eV.

***

3.
# C4H9NO2

2 unconnected molecules or ions with the total composition C4H9NO2 (ωB97M-V/def2-TZVPD, the OMol25 dataset).

```
16
Properties=species:S:1:pos:R:3:mulliken_charge:R:1
C 2.3472 -0.5190 -1.0988 -0.7951
N 1.2471 0.0799 -0.3806 0.0904
C 1.3440 1.2128 0.3394 0.1267
O 0.4421 1.7362 0.9778 -0.6554
C -2.3757 0.3379 0.8568 -0.7184
C -2.1532 -1.0303 0.2732 0.1602
O -1.2118 -1.3774 -0.4132 -0.6344
H 2.5885 -1.5130 -0.7054 0.2780
H 2.1193 -0.6125 -2.1661 0.2821
H 3.2321 0.1153 -0.9920 0.2925
H 2.3573 1.6565 0.3023 0.2978
H -1.4294 0.8315 1.1204 0.1848
H -2.8536 0.9645 0.0886 0.2456
H -2.9450 -1.7710 0.4962 0.3600
H -3.0483 0.2732 1.7122 0.3073
H 0.3395 -0.3846 -0.4107 0.1779
```

The calculation puts the total energy at -9878.837 eV. The max |F| comes out at 0.0127 Eh/bohr. For the HOMO energy, the calculation gives -9.5 eV. The gap between HOMO and LUMO is 10.457 eV. The spin multiplicity is 1. As for the relative energy (zero: lowest compared OMol25 entry of this formula, charge and spin): 1.2238 eV.